Record 1
Computed, not measured: 2 unconnected molecules or ions with the total composition C4H11NO3, with ωB97M-V with the def2-TZVPD basis set.

Positions of all 19 atoms, in Å:
C (1.481, -0.504, -0.205)
C (2.278, 0.788, -0.125)
C (-0.317, -0.268, 0.883)
O (-0.687, -1.563, 1.119)
O (-0.166, 0.578, 1.747)
H (-0.471, -1.746, 2.044)
H (1.607, -1.007, -1.179)
H (1.808, -1.238, 0.532)
H (1.998, 1.483, -0.920)
H (2.090, 1.286, 0.830)
H (3.357, 0.619, -0.200)
C (-2.353, -0.344, -0.750)
N (-1.004, 0.164, -0.461)
O (-1.016, 1.583, -0.491)
H (-0.723, 1.814, 0.418)
H (0.133, -0.249, -0.759)
H (-2.308, -1.430, -0.782)
H (-3.054, -0.016, 0.018)
H (-2.653, 0.051, -1.718)

Values from the calculation:
Frontier orbital gap (eV): 9.03
Charge: 0
Multiplicity: 1
ΔE to the lowest compared entry with this formula, charge and spin (kJ/mol): 534.7

Record 2
Computed, not measured: C3H9N2OP in the gas phase in a non-equilibrium geometry, with ωB97M-V with the def2-TZVPD basis set.

Positions of all 16 atoms, in Å:
C (0.400, -0.730, -1.218)
C (-0.179, -1.229, 0.155)
C (1.117, 0.582, -0.629)
N (0.477, 0.930, 0.684)
N (-0.445, -0.114, 1.010)
O (0.977, 1.693, -1.523)
P (-2.036, 0.575, 0.961)
H (1.080, -1.517, -1.629)
H (-0.314, -0.572, -2.072)
H (-1.093, -1.935, 0.068)
H (0.643, -1.777, 0.593)
H (2.238, 0.378, -0.384)
H (1.187, 1.060, 1.508)
H (0.673, 2.397, -0.937)
H (-2.011, 1.007, 2.315)
H (-2.713, -0.747, 1.096)

Values from the calculation:
Frontier orbital gap (alpha / beta) (eV): 4.83 / 7.34
⟨S²⟩: 2.007
Charge: 0
Multiplicity: 3
ΔE to the lowest compared entry with this formula, charge and spin (kJ/mol): 269.1

Record 3
Computed, not measured: a molecular structure, C30H31BrIrN6O3 in a non-equilibrium geometry, with ωB97M-V with the def2-TZVPD basis set.

Positions of all 72 atoms, in Å:
Ir (1.672, -0.996, -0.425)
C (-3.893, 4.536, 1.288)
O (-3.340, 3.336, 0.759)
C (-4.046, 2.643, -0.160)
C (-5.314, 2.964, -0.620)
C (-5.919, 2.169, -1.581)
C (-5.291, 1.028, -2.056)
C (-4.025, 0.694, -1.605)
C (-3.383, 1.511, -0.681)
N (-2.043, 1.370, -0.279)
C (-1.193, 0.326, -0.374)
N (-1.749, -0.882, -0.323)
C (-1.222, -2.166, -0.453)
C (0.122, -2.495, -0.458)
C (0.486, -3.822, -0.593)
C (-0.470, -4.811, -0.762)
C (-1.818, -4.494, -0.762)
C (-2.206, -3.177, -0.581)
O (-3.481, -2.740, -0.529)
C (-4.536, -3.686, -0.685)
N (0.121, 0.520, -0.387)
C (0.670, 1.785, -0.651)
C (0.149, 2.632, -1.639)
C (0.636, 3.912, -1.791)
C (1.627, 4.373, -0.935)
C (2.227, 3.516, -0.024)
C (1.804, 2.201, 0.084)
O (2.373, 1.238, 0.856)
C (3.375, 1.554, 1.823)
H (-4.843, 4.352, 1.793)
H (-4.033, 5.278, 0.500)
H (-3.167, 4.903, 2.008)
H (-5.843, 3.825, -0.238)
H (-6.887, 2.452, -1.969)
H (-5.785, 0.407, -2.789)
H (-3.528, -0.172, -2.021)
H (-1.644, 2.234, 0.068)
H (-2.757, -0.894, -0.197)
H (1.532, -4.104, -0.590)
H (-0.157, -5.838, -0.890)
H (-2.556, -5.267, -0.914)
H (-4.482, -4.460, 0.081)
H (-4.510, -4.144, -1.676)
H (-5.457, -3.125, -0.563)
H (-0.625, 2.261, -2.296)
H (0.230, 4.553, -2.560)
H (1.967, 5.397, -0.991)
H (3.030, 3.898, 0.588)
H (3.075, 1.090, 2.761)
H (3.478, 2.623, 1.986)
H (4.336, 1.151, 1.501)
N (2.747, -1.630, 2.708)
C (2.334, -1.645, 3.988)
C (0.982, -1.379, 3.979)
C (0.659, -1.220, 2.629)
N (1.736, -1.372, 1.869)
H (3.673, -1.813, 2.362)
H (3.017, -1.823, 4.800)
H (0.315, -1.323, 4.819)
H (-0.301, -1.013, 2.187)
C (6.645, -1.509, -0.745)
C (5.926, -2.506, -0.098)
C (4.564, -2.341, 0.067)
N (3.918, -1.247, -0.354)
C (4.608, -0.293, -0.989)
C (5.970, -0.386, -1.202)
H (7.711, -1.608, -0.894)
H (6.408, -3.398, 0.274)
H (3.965, -3.106, 0.546)
H (4.053, 0.567, -1.339)
H (6.483, 0.404, -1.730)
Br (1.883, -0.819, -2.924)

Values from the calculation:
Frontier orbital gap (alpha / beta) (eV): 5.69 / 4.37
⟨S²⟩: 0.759
Charge: +2
Multiplicity: 2
ΔE to the lowest compared entry with this formula, charge and spin (kJ/mol): 190.6

Record 4
Computed, not measured: a molecular structure, C33H32Cl2N2OReSi in a non-equilibrium geometry, with ωB97M-V with the def2-TZVPD basis set.

Positions of all 72 atoms, in Å:
Re (0.002, -0.031, 0.497)
Cl (1.883, 4.599, -0.324)
C (2.786, 3.140, -0.146)
C (4.186, 3.180, -0.288)
C (4.944, 2.054, -0.154)
Cl (6.666, 2.144, -0.335)
C (4.335, 0.806, 0.130)
C (5.003, -0.422, 0.302)
C (4.281, -1.553, 0.579)
C (2.885, -1.476, 0.668)
N (2.232, -0.341, 0.509)
C (2.937, 0.794, 0.258)
C (2.130, 1.961, 0.130)
O (0.837, 1.822, 0.289)
H (4.658, 4.128, -0.506)
H (6.081, -0.456, 0.213)
H (4.764, -2.510, 0.718)
H (2.296, -2.361, 0.875)
C (-0.983, -0.721, 3.930)
C (-2.468, -0.841, 3.573)
C (-2.767, -2.146, 2.828)
C (-3.076, 0.365, 2.872)
C (-4.104, 1.029, 3.529)
C (-4.767, 2.088, 2.938)
C (-4.435, 2.470, 1.653)
C (-3.422, 1.843, 0.929)
C (-3.298, 2.242, -0.531)
C (-4.021, 1.210, -1.397)
C (-1.905, 2.553, -1.069)
C (-2.719, 0.814, 1.579)
N (-1.593, 0.247, 0.976)
H (-0.769, -1.332, 4.810)
H (-0.696, 0.308, 4.153)
H (-0.342, -1.081, 3.123)
H (-3.004, -0.892, 4.525)
H (-2.296, -2.163, 1.846)
H (-3.840, -2.282, 2.685)
H (-2.388, -2.999, 3.396)
H (-4.387, 0.702, 4.523)
H (-5.555, 2.604, 3.473)
H (-4.982, 3.277, 1.180)
H (-3.864, 3.176, -0.604)
H (-3.500, 0.256, -1.358)
H (-4.057, 1.540, -2.438)
H (-5.042, 1.044, -1.050)
H (-1.271, 1.670, -1.112)
H (-1.390, 3.306, -0.472)
H (-2.007, 2.930, -2.089)
C (-4.263, -3.941, -1.765)
C (-3.740, -2.734, -2.210)
C (-2.510, -2.298, -1.738)
C (-1.776, -3.050, -0.825)
C (-2.313, -4.264, -0.396)
C (-3.546, -4.707, -0.857)
Si (-0.093, -2.449, -0.224)
C (1.186, -2.758, -1.582)
C (2.060, -3.845, -1.541)
C (2.998, -4.054, -2.543)
C (3.078, -3.175, -3.613)
C (2.217, -2.087, -3.675)
C (1.286, -1.882, -2.667)
H (-5.226, -4.282, -2.126)
H (-4.293, -2.130, -2.919)
H (-2.110, -1.351, -2.085)
H (-1.764, -4.874, 0.314)
H (-3.948, -5.650, -0.507)
H (0.309, -3.418, 0.857)
H (2.003, -4.546, -0.713)
H (3.664, -4.907, -2.491)
H (3.808, -3.336, -4.397)
H (2.274, -1.397, -4.508)
H (0.627, -1.019, -2.720)

Values from the calculation:
Frontier orbital gap (alpha / beta) (eV): 6.85 / 6.63
⟨S²⟩: 0.763
Charge: 0
Multiplicity: 2

Record 5
Computed, not measured: 5 unconnected molecules or ions with the total composition C20H40O5 in a non-equilibrium geometry, with ωB97M-V with the def2-TZVPD basis set.

Positions of all 65 atoms, in Å:
C (-4.331, -1.006, 2.701)
C (-5.750, -0.876, 3.241)
C (-5.584, -1.307, 4.687)
O (-4.302, -0.889, 5.062)
C (-3.450, -0.621, 3.931)
H (-4.285, -0.272, 1.893)
H (-4.015, -1.983, 2.338)
H (-6.474, -1.457, 2.663)
H (-6.132, 0.139, 3.105)
H (-5.732, -2.394, 4.754)
H (-6.352, -0.887, 5.341)
H (-2.536, -1.200, 3.970)
H (-3.360, 0.465, 3.875)
C (1.510, 0.998, -3.891)
C (1.014, -0.190, -4.679)
C (2.092, -0.327, -5.718)
O (2.407, 1.052, -6.046)
C (1.957, 1.932, -4.990)
H (2.294, 0.693, -3.197)
H (0.647, 1.376, -3.336)
H (0.030, 0.005, -5.112)
H (0.898, -1.112, -4.100)
H (1.805, -0.896, -6.598)
H (2.995, -0.771, -5.291)
H (1.157, 2.567, -5.377)
H (2.780, 2.556, -4.642)
C (0.691, 0.804, 1.106)
C (1.125, 0.470, -0.344)
C (-0.052, -0.456, -0.849)
O (-1.033, -0.324, 0.173)
C (-0.815, 0.824, 0.975)
H (1.078, 1.820, 1.254)
H (1.139, 0.195, 1.886)
H (2.137, 0.076, -0.348)
H (1.072, 1.407, -0.900)
H (0.261, -1.500, -0.861)
H (-0.431, -0.133, -1.818)
H (-1.359, 0.643, 1.903)
H (-1.187, 1.784, 0.604)
C (-0.226, -4.327, 3.072)
C (-1.153, -3.350, 2.389)
C (-1.186, -3.725, 0.903)
O (0.065, -4.363, 0.691)
C (0.429, -5.063, 1.873)
H (-0.849, -4.979, 3.678)
H (0.577, -3.839, 3.618)
H (-0.924, -2.289, 2.515)
H (-2.196, -3.423, 2.724)
H (-1.172, -2.810, 0.314)
H (-2.009, -4.400, 0.643)
H (1.507, -5.205, 1.965)
H (0.103, -6.110, 1.776)
C (3.133, 3.810, -2.086)
C (2.683, 4.757, -0.969)
C (3.882, 4.742, 0.008)
O (4.871, 3.935, -0.608)
C (4.140, 2.958, -1.354)
H (3.573, 4.294, -2.952)
H (2.249, 3.229, -2.373)
H (1.789, 4.415, -0.447)
H (2.489, 5.766, -1.338)
H (3.542, 4.301, 0.957)
H (4.198, 5.739, 0.312)
H (3.741, 2.238, -0.629)
H (4.840, 2.491, -2.047)

Values from the calculation:
Frontier orbital gap (eV): 10.17
SMILES string: C1CCOC1.C1CCOC1.C1CCOC1.C1CCOC1.C1CCOC1
Charge: 0
Multiplicity: 1
ΔE to the lowest compared entry with this formula, charge and spin (kJ/mol): 391.4

Record 6
Computed, not measured: C6H7N3O in the gas phase in a non-equilibrium geometry, with ωB97M-V with the def2-TZVPD basis set.

Positions of all 17 atoms, in Å:
C (2.696, -0.453, -1.044)
C (1.663, 0.402, -1.375)
C (-2.037, -0.688, 0.586)
C (-1.692, -0.520, -0.650)
C (-1.454, 0.141, 1.731)
C (-0.314, 1.101, -0.095)
N (2.497, -0.872, 0.200)
N (1.395, -0.422, 0.680)
N (0.819, 0.381, -0.269)
O (-0.875, 1.327, 1.097)
H (3.551, -0.796, -1.498)
H (1.538, 0.892, -2.258)
H (-2.734, -1.286, 0.980)
H (-1.729, -0.989, -1.617)
H (-2.122, 0.554, 2.363)
H (-0.656, -0.603, 2.049)
H (-0.545, 1.831, -0.880)

Values from the calculation:
Frontier orbital gap (alpha / beta) (eV): 8.90 / 8.90
Charge: 0
Multiplicity: 1
ΔE to the lowest compared entry with this formula, charge and spin (kJ/mol): 521.5

Record 7
Computed, not measured: a molecular structure, C20H24CuN5O6S2 in a non-equilibrium geometry, with ωB97M-V with the def2-TZVPD basis set.

Positions of all 58 atoms, in Å:
Cu (0.387, 0.333, -0.119)
N (-0.836, -1.541, -3.339)
C (0.532, -1.230, -3.994)
C (0.888, 0.218, -4.094)
C (1.508, 0.850, -2.829)
N (0.466, 1.263, -1.862)
C (2.667, -0.041, -2.273)
C (2.195, -1.484, -2.020)
N (1.280, -1.512, -0.841)
C (1.624, -2.086, -3.328)
H (-1.527, -1.140, -3.924)
H (-0.993, -1.172, -2.281)
H (-1.008, -2.581, -3.325)
H (0.477, -1.518, -5.095)
H (0.097, 0.867, -4.514)
H (1.746, 0.102, -4.802)
H (2.055, 1.745, -3.143)
H (-0.506, 1.371, -2.322)
H (0.683, 2.157, -1.439)
H (3.046, 0.452, -1.341)
H (3.458, -0.007, -3.007)
H (3.103, -2.081, -1.772)
H (1.782, -1.551, 0.063)
H (0.584, -2.236, -0.846)
H (1.312, -3.076, -3.048)
H (2.443, -2.227, -4.107)
O (-2.335, 0.708, -2.568)
C (-2.413, 0.231, -1.384)
O (-1.478, -0.634, -1.052)
C (-3.413, 0.732, -0.420)
C (-4.325, 1.713, -0.844)
C (-5.222, 2.196, 0.027)
C (-5.258, 1.858, 1.391)
C (-4.379, 0.839, 1.770)
C (-3.381, 0.363, 0.922)
N (-4.598, 0.281, 3.070)
O (-3.922, -0.688, 3.411)
O (-5.643, 0.707, 3.697)
H (-4.295, 1.977, -1.888)
H (-5.977, 2.992, -0.333)
H (-5.969, 2.303, 2.058)
H (-2.663, -0.372, 1.271)
O (0.119, -2.302, 3.379)
S (1.131, -1.475, 2.724)
O (1.990, -2.228, 1.822)
N (0.576, -0.154, 1.865)
C (1.203, 1.001, 2.190)
S (1.184, 2.369, 1.148)
C (2.125, 0.747, 3.330)
C (3.023, 1.629, 3.954)
C (3.694, 1.232, 5.117)
C (3.523, -0.089, 5.600)
C (2.807, -1.043, 4.876)
C (2.078, -0.574, 3.820)
H (3.152, 2.484, 3.337)
H (4.413, 1.893, 5.644)
H (3.899, -0.424, 6.631)
H (2.892, -2.146, 5.039)

Values from the calculation:
Frontier orbital gap (eV): 5.87
Charge: 0
Multiplicity: 1
ΔE to the lowest compared entry with this formula, charge and spin (kJ/mol): 85.8

Record 8
Computed, not measured: C5H7NS in the gas phase in a non-equilibrium geometry, with ωB97M-V with the def2-TZVPD basis set.

Positions of all 14 atoms, in Å:
C (1.775, 0.222, -1.669)
C (1.255, -0.238, -0.685)
C (0.590, -0.601, 0.580)
N (0.314, 0.554, 1.447)
C (-0.964, 0.743, 0.809)
C (-0.958, -0.756, 0.346)
S (-1.603, -1.027, -1.305)
H (2.494, 0.358, -2.441)
H (1.062, -1.454, 1.088)
H (1.010, 1.312, 1.455)
H (-1.816, 1.092, 1.383)
H (-0.918, 1.461, -0.039)
H (-1.455, -1.443, 1.015)
H (-0.787, -0.222, -1.982)

Values from the calculation:
Frontier orbital gap (eV): 9.92
SMILES string: C#C[C@H]1NC[C@H]1S
Charge: 0
Multiplicity: 1
ΔE to the lowest compared entry with this formula, charge and spin (kJ/mol): 293.9

Number 1: E -439.32227 hartree. Number 2: E -645.56815 hartree. Number 3: E -4393.83739 hartree. Number 4: E -2749.62698 hartree. Number 5: E -1162.11904 hartree. Number 6: E -472.14322 hartree. Number 7: E -3938.49291 hartree. Number 8: E -647.54508 hartree.